Below is the ion C5H6N with charge +1, with properties calculated with ωB97M-V/def2-TZVPD.

Geometry as XYZ:
```
12
Properties=species:S:1:pos:R:3:forces:R:3:nbo_charge:R:1
N 0.7148 -0.3520 -0.1055 0.6 0.0 -0.8 -0.2918
C -0.6473 0.0686 -0.4878 -0.2 -1.1 -0.2 -0.0284
C 1.9241 0.0029 0.0615 4.4 0.7 0.5 -0.0066
C -1.3205 -0.6801 1.5729 -0.4 -1.1 0.8 0.3679
C -1.4365 0.4621 0.7598 2.8 1.2 -1.1 -0.7878
C -0.1076 -1.3376 -0.3007 -1.4 0.8 1.1 0.0386
H -0.8066 1.2144 1.3363 0.0 -0.7 0.0 0.3461
H 2.2478 1.0515 0.3378 -1.0 -1.2 -0.7 0.2401
H -2.2562 1.0967 0.6841 -2.2 0.6 -0.3 0.3182
H -0.2881 -2.3101 0.0387 0.2 -1.4 -0.2 0.2867
H -0.7251 0.2727 -1.5575 -0.4 1.0 0.5 0.2635
H 2.8339 -0.7375 -0.0497 -2.4 1.1 0.5 0.2535
```
Positions in Å, forces in eV/Å.

Results
net charge	+1
lowest unoccupied orbital energy (alpha / beta)	-5.29 / -6.16	eV
gap between HOMO and LUMO (alpha / beta)	0.3082 / 0.2641	Eh

Below is an isolated molecule of CH3F2N2P, with properties calculated with ωB97M-V/def2-TZVPD.

Geometry as XYZ:
```
9
Properties=species:S:1:pos:R:3:forces:R:3:nbo_charge:R:1
P -0.5804 0.3813 -0.0992 -3.7 2.6 -1.0 2.1222
F -1.3437 -0.4337 1.0288 0.4 0.8 -0.3 -0.5442
F -1.5418 -0.3238 -1.2860 2.1 1.1 1.6 -0.5605
N 0.9212 -1.6167 0.3635 -1.1 0.8 -0.6 -0.4801
N -0.6279 2.0176 -0.0965 5.1 -5.8 0.1 -1.1629
C 1.0005 -0.4193 -0.0249 0.1 0.4 0.2 -0.2834
H 1.8949 0.1993 -0.1771 -0.1 -0.3 -0.2 0.2148
H -1.5487 2.1769 -0.0997 -4.8 1.6 0.0 0.3505
H 1.8260 -1.9816 0.3911 2.0 -1.2 0.4 0.3436
```
Positions in Å, forces in eV/Å.

Results
lowest unoccupied orbital energy	-0.57	eV
gap between HOMO and LUMO	0.3570	Eh
structure (SMILES)	[H]/N=C/P(=N)(F)F

no.,largest force on an atom (eV Å⁻¹)
1,4.5
2,7.7